[1]
Molecular formula: C4H6N2O
Method: DFT, ωB97M-V with the def2-TZVPD basis set

Calculated values
Energy above the lowest of the compared OMol25 structures with the same formula, charge and spin (kJ/mol): 121.8
Total energy (hartree): -340.74852

Geometry (Å):
C (-1.07, 0.81, 1.33)
O (0.55, 2.09, -0.46)
C (0.54, 0.86, -0.55)
C (1.17, -0.09, -1.36)
N (0.73, -1.34, -0.97)
C (-0.14, -1.25, 0.04)
N (-0.28, 0.07, 0.34)
H (-0.98, 1.87, 1.06)
H (-0.70, 0.71, 2.35)
H (-2.12, 0.53, 1.29)
H (1.89, 0.06, -2.15)
H (1.04, -2.20, -1.40)
H (-0.62, -2.11, 0.48)


[2]
Molecular formula: C28H20BBrF4IPRhSbSe4
Method: DFT, ωB97M-V with the def2-TZVPD basis set

Calculated values
Energy above the lowest of the compared OMol25 structures with the same formula, charge and spin (kJ/mol): 70.8
Total charge: -2
Spin multiplicity: 5
Total energy (hartree): -14673.25709

Geometry (Å):
Rh (-2.03, 0.59, -0.34)
C (3.83, -1.92, 1.30)
C (2.99, -1.00, 1.91)
C (1.71, -0.79, 1.41)
C (1.25, -1.50, 0.30)
C (2.10, -2.43, -0.30)
C (3.38, -2.63, 0.20)
P (-0.52, -1.18, -0.17)
C (-0.72, -2.23, -1.65)
C (0.00, -1.90, -2.80)
C (-0.11, -2.67, -3.94)
C (-0.96, -3.77, -3.96)
C (-1.71, -4.08, -2.83)
C (-1.58, -3.31, -1.68)
C (-1.28, -2.12, 1.22)
C (-0.87, -3.35, 1.64)
C (-1.40, -3.91, 2.83)
C (-2.29, -3.19, 3.59)
C (-2.73, -1.91, 3.18)
C (-3.62, -1.13, 3.95)
C (-4.00, 0.11, 3.50)
C (-3.55, 0.61, 2.26)
C (-2.68, -0.11, 1.47)
C (-2.25, -1.38, 1.96)
H (4.84, -2.07, 1.68)
H (3.33, -0.43, 2.77)
H (1.05, -0.07, 1.89)
H (1.76, -3.01, -1.15)
H (4.03, -3.36, -0.28)
H (0.64, -1.02, -2.80)
H (0.45, -2.40, -4.83)
H (-1.07, -4.35, -4.86)
H (-2.40, -4.91, -2.85)
H (-2.17, -3.55, -0.80)
H (-0.12, -3.90, 1.09)
H (-1.08, -4.89, 3.15)
H (-2.67, -3.60, 4.52)
H (-3.99, -1.51, 4.90)
H (-4.67, 0.71, 4.10)
H (-3.90, 1.58, 1.93)
Se (-1.27, 0.66, -6.14)
Sb (-2.81, 0.53, -4.17)
Se (-3.90, -0.32, -1.28)
Se (-1.46, 1.76, -2.30)
Se (-4.44, 2.26, -4.88)
Br (5.36, 2.35, -1.65)
C (4.32, 3.89, -1.29)
C (4.91, 5.12, -1.55)
C (4.22, 6.29, -1.29)
C (2.93, 6.23, -0.78)
C (2.33, 5.00, -0.52)
C (3.02, 3.82, -0.78)
I (2.03, 2.02, -0.38)
H (5.92, 5.15, -1.95)
H (4.68, 7.25, -1.49)
H (2.38, 7.14, -0.58)
H (1.33, 4.95, -0.12)
F (-0.25, 4.46, 1.54)
B (-1.30, 3.60, 1.94)
F (-1.51, 2.61, 0.90)
F (-0.96, 2.93, 3.13)
F (-2.49, 4.33, 2.10)


[3]
Molecular formula: H4O2
Method: DFT, ωB97M-V with the def2-TZVPD basis set

Calculated values
Energy above the lowest of the compared OMol25 structures with the same formula, charge and spin (kJ/mol): 35.2
SMILES: O.O
Total energy (hartree): -152.86153

Geometry (Å):
H (-1.43, -1.28, -1.19)
H (-0.66, -0.68, -0.16)
H (1.03, 1.91, 0.45)
H (1.26, 0.59, 1.03)
O (-0.76, -1.61, -0.60)
O (0.56, 1.08, 0.48)